Entry 1
Computed, not measured: an isolated ion of composition C4H11N4 and charge +1, with the ωB97M-V functional and the def2-TZVPD basis.

```
19
Properties=species:S:1:pos:R:3:lowdin_charge:R:1
N -0.94839 -1.49589 -1.87210 0.28
N 0.15010 -1.03257 0.63835 -0.12
N -0.97470 -0.30053 -1.60358 0.08
N -0.62555 2.01564 -1.25855 0.22
C -0.76225 -1.29624 1.73244 -0.10
C -0.49856 0.69367 -0.96170 -0.26
C 0.44226 0.29647 0.17473 -0.34
C 1.89945 0.70823 -0.10727 0.00
H -1.22461 -2.26893 1.52406 0.08
H 2.51607 0.13477 0.55239 0.09
H 2.23671 0.50544 -1.04300 0.05
H 0.15541 1.04640 1.07419 0.19
H 1.83296 1.85750 0.05051 0.13
H 1.04096 -1.66007 0.61844 0.18
H -0.44093 2.58945 -0.44261 0.13
H -1.25428 2.27203 -1.92542 0.09
H -0.19637 -1.41017 2.77560 0.14
H -1.73366 -1.99360 -1.49906 0.10
H -1.61463 -0.66160 1.57258 0.08
```

orbital gap (spin up / spin down) = 0.286 / 0.286 Eh
structure (SMILES) = [H]/N=N/C(=[NH2+])[C@H](C)NC
charge = +1

=====

Entry 2
Computed, not measured: a 2-piece molecular cluster, C4H11N4 overall, with the ωB97M-V functional and the def2-TZVPD basis.

```
19
Properties=species:S:1:pos:R:3:lowdin_charge:R:1
N 1.21422 0.06361 -0.72476 0.00
N -0.03560 -1.98894 -1.84350 0.02
N -0.41293 -1.89268 -0.67825 -0.01
N 1.49410 -0.48732 -1.95404 0.09
C -0.14369 0.50529 1.18796 -0.24
C -0.04458 0.01158 -0.23876 -0.13
C -1.53847 0.73764 1.72634 -0.07
C -0.75431 1.88078 1.18756 -0.10
H 1.96944 0.02344 -0.03185 0.18
H 0.88792 -0.10692 -2.59449 0.10
H 2.46287 -0.64531 -2.10030 0.13
H -1.07577 2.16032 0.20191 0.10
H -0.92099 0.42309 -0.74855 0.15
H 0.83414 0.40578 1.77155 0.17
H -0.12111 -2.49066 0.15044 0.14
H -2.36225 0.38376 1.09409 0.13
H -1.67614 0.69484 2.74523 0.09
H -0.32091 2.63438 1.84303 0.13
H 0.63222 -2.69029 -2.17503 0.11
```

orbital gap = 0.337 Eh
charge = +1

=====

Entry 3
Computed, not measured: C4H11N4 as an isolated structure, with the ωB97M-V functional and the def2-TZVPD basis.

```
19
Properties=species:S:1:pos:R:3:lowdin_charge:R:1
N -2.45105 0.16907 -0.10435 0.02
N -1.44051 -0.44845 0.20017 -0.09
N 0.03043 0.57253 0.68954 0.25
N -2.48127 1.43202 -0.26506 0.14
C -1.38121 -1.83078 0.49648 -0.03
C 1.09541 0.36198 0.07788 -0.43
C 2.25944 1.10711 0.67208 -0.01
C 1.38535 -0.46813 -1.11934 -0.01
H -1.66836 2.00657 -0.04225 0.13
H 2.07752 -1.26883 -0.85697 0.11
H -1.10344 -1.96349 1.54480 0.11
H 0.48784 -0.89201 -1.56060 0.07
H 2.96555 0.37721 1.06438 0.10
H -0.62614 -2.32151 -0.11787 0.09
H -3.36532 1.84942 -0.52034 0.14
H 1.88449 0.15212 -1.86238 0.10
H 2.75410 1.69843 -0.09372 0.10
H 1.93417 1.75064 1.48566 0.09
H -2.35699 -2.28389 0.31188 0.11
```

orbital gap = 0.382 Eh
charge = +1

=====

entry 3 comes first in stability; the runner-up is 0.0167 hartree higher.